Computed, not measured: a cluster of 12 separate species, C42H110N2O14 in total, with wB97M-V/def2-TZVPD.

Calculated values
Energy relative to the best compared isomer or geometry (same formula, charge and spin) ... 99.48 kcal/mol
Total energy ... -76977.0737 eV

Bonds (Å) are listed after each position.
Atoms and positions in Å:
1 C 10.38368 -5.30381 -2.98971  O2 1.409, H10 1.095, H11 1.089, H12 1.096
2 O 9.70899 -4.08971 -3.22820  C1 1.409, C3 1.418
3 C 9.15716 -3.39035 -2.12486  O2 1.418, C4 1.535, H13 1.090, H14 1.098
4 C 7.83169 -4.01816 -1.67280  C3 1.535, N5 1.501, H15 1.095, H16 1.083
5 N 7.11472 -3.11474 -0.71170  C4 1.501, C6 1.489, H17 1.013
6 C 5.69154 -3.53624 -0.59901  N5 1.489, C7 1.509, H18 1.094, H19 1.092
7 C 4.87836 -3.32483 -1.85244  C6 1.509, O8 1.436, H20 1.101, H21 1.097
8 O 4.97789 -4.49377 -2.68140  C7 1.436, C9 1.405
9 C 3.95908 -4.57194 -3.64569  O8 1.405, H22 1.092, H23 1.098, H24 1.092
10 H 11.28595 -5.08696 -2.40834  C1 1.095
11 H 10.59077 -5.71595 -3.97600  C1 1.089
12 H 9.70686 -6.00129 -2.48314  C1 1.096
13 H 9.06622 -2.39688 -2.56474  C3 1.090
14 H 9.89507 -3.37204 -1.31218  C3 1.098
15 H 8.13566 -4.89127 -1.08619  C4 1.095
16 H 7.19202 -4.22583 -2.52197  C4 1.083
17 H 7.56127 -3.30147 0.17809  N5 1.013
18 H 5.35143 -2.78347 0.11780  C6 1.094
19 H 5.59824 -4.55013 -0.20341  C6 1.092
20 H 5.25637 -2.50408 -2.48210  C7 1.101
21 H 3.84572 -2.96111 -1.78814  C7 1.097
22 H 4.15135 -5.45427 -4.25890  C9 1.092
23 H 3.94347 -3.79865 -4.42462  C9 1.098
24 H 2.96083 -4.65060 -3.21104  C9 1.092
25 C -2.89495 2.40549 0.95729  O26 1.413, H34 1.092, H35 1.092, H36 1.091
26 O -1.95812 1.44995 1.41214  C25 1.413, C27 1.404
27 C -2.38132 0.11379 1.32648  O26 1.404, C28 1.539, H37 1.094, H38 1.096
28 C -1.29980 -0.84105 1.86157  C27 1.539, N29 1.478, H39 1.092, H40 1.094
29 N -0.13257 -0.87911 0.95559  C28 1.478, C30 1.482, H41 1.017
30 C -0.40040 -1.75419 -0.21058  N29 1.482, C31 1.514, H42 1.096, H43 1.090
31 C 0.75528 -1.71986 -1.18816  C30 1.514, O32 1.424, H44 1.094, H45 1.095
32 O 1.09821 -0.40673 -1.62000  C31 1.424, C33 1.409
33 C 2.23791 -0.35411 -2.44611  O32 1.409, H46 1.094, H47 1.088, H48 1.097
34 H -3.92944 2.36192 1.30427  C25 1.092
35 H -2.83385 2.42688 -0.13259  C25 1.092
36 H -2.54991 3.35241 1.37543  C25 1.091
37 H -2.56736 -0.16534 0.28511  C27 1.094
38 H -3.26226 0.01007 1.96962  C27 1.096
39 H -1.60981 -1.88623 1.91957  C28 1.092
40 H -1.09229 -0.53642 2.89142  C28 1.094
41 H -0.03771 0.07457 0.61599  N29 1.017
42 H -1.29169 -1.37067 -0.72104  C30 1.096
43 H -0.59711 -2.76241 0.15296  C30 1.090
44 H 0.50932 -2.40380 -2.00609  C31 1.094
45 H 1.64624 -2.10459 -0.68031  C31 1.095
46 H 3.12987 -0.44729 -1.81921  C33 1.094
47 H 2.11855 0.60242 -2.95127  C33 1.088
48 H 2.37377 -1.07435 -3.26274  C33 1.097
49 C -0.22267 3.15519 -1.72320  C50 1.535, H53 1.091, H54 1.092, H55 1.092
50 C 0.37282 4.55329 -1.93859  C49 1.535, C51 1.533, O52 1.423, H56 1.096
51 C -0.55506 5.58074 -1.27926  C50 1.533, H57 1.093, H58 1.088, H59 1.093
52 O 1.61975 4.67479 -1.26456  C50 1.423, H60 0.964
53 H -1.15820 3.02939 -2.27009  C49 1.091
54 H -0.44022 3.07557 -0.65582  C49 1.092
55 H 0.46879 2.34193 -1.95295  C49 1.092
56 H 0.51751 4.79357 -2.99769  C50 1.096
57 H -1.49971 5.54918 -1.82729  C51 1.093
58 H -0.17160 6.59579 -1.19773  C51 1.088
59 H -0.76552 5.26155 -0.25556  C51 1.093
60 H 2.15603 3.92884 -1.55742  O52 0.964
61 C 3.02222 -2.06211 2.12013  C62 1.541, H65 1.093, H66 1.099, H67 1.091
62 C 2.25107 -3.22465 2.77471  C61 1.541, C63 1.534, O64 1.441, H68 1.087
63 C 1.67523 -2.87339 4.15277  C62 1.534, H69 1.090, H70 1.091, H71 1.095
64 O 1.13329 -3.32872 1.87126  C62 1.441, H72 0.969
65 H 3.46857 -2.35334 1.16574  C61 1.093
66 H 3.80453 -1.65920 2.77832  C61 1.099
67 H 2.48825 -1.15953 1.81748  C61 1.091
68 H 2.82762 -4.14367 2.83540  C62 1.087
69 H 0.92829 -2.08053 4.18278  C63 1.090
70 H 2.41080 -2.66513 4.93170  C63 1.091
71 H 1.17104 -3.80032 4.44544  C63 1.095
72 H 0.68173 -2.47996 1.75232  O64 0.969
73 C 2.44186 2.36071 3.56383  C74 1.531, H77 1.092, H78 1.092, H79 1.092
74 C 0.97970 1.95638 3.35436  C73 1.531, C75 1.552, O76 1.410, H80 1.095
75 C 0.03661 2.89607 4.15234  C74 1.552, H81 1.091, H82 1.086, H83 1.100
76 O 0.68801 2.03761 1.97688  C74 1.410, H84 0.973
77 H 2.65214 2.73905 4.56605  C73 1.092
78 H 2.80025 3.15037 2.89988  C73 1.092
79 H 3.11591 1.51443 3.41242  C73 1.092
80 H 0.95096 0.99081 3.87074  C74 1.095
81 H -0.34763 3.73581 3.57175  C75 1.091
82 H 0.37819 3.09752 5.16347  C75 1.086
83 H -0.90258 2.32960 4.24194  C75 1.100
84 H -0.27750 1.99980 1.86445  O76 0.973
85 C -6.16971 0.84756 2.77308  C86 1.557, H89 1.087, H90 1.089, H91 1.095
86 C -6.21808 1.33964 4.24930  C85 1.557, C87 1.520, O88 1.420, H92 1.094
87 C -5.10633 2.35802 4.43935  C86 1.520, H93 1.090, H94 1.090, H95 1.095
88 O -7.49709 1.90027 4.50566  C86 1.420, H96 0.962
89 H -5.71200 1.56080 2.09295  C85 1.087
90 H -7.14139 0.48795 2.43774  C85 1.089
91 H -5.52108 -0.03381 2.75204  C85 1.095
92 H -6.03766 0.51526 4.94478  C86 1.094
93 H -5.34492 3.27525 3.90052  C87 1.090
94 H -4.12532 1.99040 4.13936  C87 1.090
95 H -5.13038 2.58973 5.50879  C87 1.095
96 H -7.68486 1.76987 5.43959  O88 0.962
97 C -1.19410 -0.15443 -4.56208  C98 1.549, H101 1.089, H102 1.094, H103 1.091
98 C -1.92850 -1.07609 -5.56671  C97 1.549, C99 1.521, O100 1.419, H104 1.092
99 C -2.66652 -0.22218 -6.58617  C98 1.521, H105 1.091, H106 1.088, H107 1.097
100 O -0.95923 -1.86697 -6.23744  C98 1.419, H108 0.962
101 H -0.50328 0.55173 -5.01925  C97 1.089
102 H -0.64418 -0.84983 -3.92096  C97 1.094
103 H -1.89088 0.40401 -3.93456  C97 1.091
104 H -2.64762 -1.68225 -5.01134  C98 1.092
105 H -2.08084 0.39965 -7.26488  C99 1.091
106 H -3.46209 0.33756 -6.09910  C99 1.088
107 H -3.10104 -0.90045 -7.33099  C99 1.097
108 H -0.57728 -2.48446 -5.60641  O100 0.962
109 C -6.48150 5.52697 -1.00116  C110 1.532, H113 1.088, H114 1.094, H115 1.091
110 C -6.07681 4.72371 0.23884  C109 1.532, C111 1.502, O112 1.439, H116 1.094
111 C -6.47644 5.40005 1.51892  C110 1.502, H117 1.094, H118 1.088, H119 1.093
112 O -6.66396 3.40996 0.23485  C110 1.439, H120 0.960
113 H -6.75395 5.00093 -1.91375  C109 1.088
114 H -5.57568 6.08868 -1.24893  C109 1.094
115 H -7.28794 6.22149 -0.76041  C109 1.091
116 H -4.99864 4.57576 0.12312  C110 1.094
117 H -6.11754 4.76887 2.33740  C111 1.094
118 H -7.53375 5.57728 1.70680  C111 1.088
119 H -5.88970 6.31902 1.60019  C111 1.093
120 H -7.28062 3.31835 0.96551  O112 0.960
121 C -3.38435 -4.51083 2.05373  C122 1.541, H125 1.092, H126 1.091, H127 1.086
122 C -3.44964 -4.53660 3.59354  C121 1.541, C123 1.523, O124 1.414, H128 1.098
123 C -3.14314 -3.26488 4.37426  C122 1.523, H129 1.098, H130 1.097, H131 1.086
124 O -4.68055 -5.06404 4.04674  C122 1.414, H132 0.960
125 H -2.65187 -3.74963 1.77818  C121 1.092
126 H -4.34740 -4.23172 1.62437  C121 1.091
127 H -3.03901 -5.47510 1.69243  C121 1.086
128 H -2.80127 -5.33964 3.96680  C122 1.098
129 H -3.74688 -2.43956 3.97566  C123 1.098
130 H -2.12574 -2.90326 4.18331  C123 1.097
131 H -3.26393 -3.31893 5.45240  C123 1.086
132 H -5.45790 -4.82636 3.53521  O124 0.960
133 C 3.68527 3.29879 -5.80260  C134 1.519, H137 1.093, H138 1.088, H139 1.095
134 C 3.41613 2.06518 -4.95877  C133 1.519, C135 1.510, O136 1.428, H140 1.101
135 C 3.19620 0.83556 -5.80662  C134 1.510, H141 1.089, H142 1.092, H143 1.090
136 O 4.36946 1.86566 -3.91439  C134 1.428, H144 0.960
137 H 4.38910 3.13064 -6.62233  C133 1.093
138 H 3.99457 4.18870 -5.25919  C133 1.088
139 H 2.73511 3.42323 -6.33196  C133 1.095
140 H 2.51274 2.28246 -4.36894  C134 1.101
141 H 2.54946 0.09486 -5.33755  C135 1.089
142 H 4.14611 0.34899 -6.03891  C135 1.092
143 H 2.74218 1.09466 -6.76318  C135 1.090
144 H 4.28428 2.60030 -3.30251  O136 0.960
145 C 1.42753 -5.73758 -1.22700  C146 1.540, H149 1.096, H150 1.099, H151 1.089
146 C 0.75351 -6.47059 -0.05281  C145 1.540, C147 1.554, O148 1.440, H152 1.088
147 C 1.83226 -6.73937 1.03321  C146 1.554, H153 1.087, H154 1.093, H155 1.087
148 O -0.19177 -5.53457 0.49901  C146 1.440, H156 0.970
149 H 2.27676 -6.31902 -1.60285  C145 1.096
150 H 1.93992 -4.86255 -0.80372  C145 1.099
151 H 0.87778 -5.30633 -2.06282  C145 1.089
152 H 0.24856 -7.33654 -0.47543  C146 1.088
153 H 2.33663 -5.83693 1.36791  C147 1.087
154 H 2.57628 -7.34217 0.50725  C147 1.093
155 H 1.34303 -7.27499 1.84326  C147 1.087
156 H 0.33253 -4.96299 1.08103  O148 0.970
157 C -3.06206 7.61145 1.80498  C158 1.530, H161 1.093, H162 1.096, H163 1.088
158 C -3.34276 6.98841 3.17358  C157 1.530, C159 1.531, O160 1.424, H164 1.094
159 C -3.35231 5.45787 3.17150  C158 1.531, H165 1.090, H166 1.092, H167 1.093
160 O -2.37796 7.51190 4.08088  C158 1.424, H168 0.961
161 H -3.73596 7.15557 1.07466  C157 1.093
162 H -2.03072 7.36744 1.52532  C157 1.096
163 H -3.06127 8.69786 1.74389  C157 1.088
164 H -4.34167 7.35873 3.42076  C158 1.094
165 H -4.00521 5.12635 2.36376  C159 1.090
166 H -3.76833 5.07247 4.10454  C159 1.092
167 H -2.43278 4.87741 3.06257  C159 1.093
168 H -1.66542 6.87019 4.14747  O160 0.961

Atomic partial charges in e from the Löwdin method, atoms 1 to 8: atom 1 (C): -0.111, atom 2 (O): -0.219, atom 3 (C): -0.215, atom 4 (C): -0.182, atom 5 (N): -0.060, atom 6 (C): -0.198, atom 7 (C): -0.207, atom 8 (O): -0.204